(1)
Below is the molecule C24H48BrFN2O6S, with properties calculated with ωB97M-V/def2-TZVPD.

```
83
C24H48BrFN2O6S (ωB97M-V/def2-TZVPD)
C -0.8988 -2.7796 3.5273
C 0.0415 -2.0089 2.5936
O -0.7551 -1.2334 1.7257
C -0.1114 -0.4498 0.7382
C 0.6692 0.6514 1.5323
C -0.0497 1.2988 2.7140
C 0.0945 2.8243 2.7110
O 0.5754 0.8129 3.9271
C 0.9820 -1.2097 -0.0702
C 1.7775 -0.1905 -0.9393
N 3.1396 0.0297 -0.4202
C 4.1231 0.2308 -1.4734
C 0.7452 -2.4865 -0.9168
C 2.1463 -3.0673 -1.2107
N 2.8336 -3.4836 0.0224
C 3.2288 -4.8985 0.0104
C -0.0558 -3.6777 -0.3726
C -0.4134 -4.7252 -1.4257
F -1.2529 -3.3237 0.2423
O 0.2550 -2.1469 -2.2485
S -1.2642 -1.5656 -2.2362
O -1.4796 -1.2715 -3.6277
O -1.0233 -0.0880 -1.5934
C -1.2840 0.1434 -0.1623
C -1.3073 1.6691 -0.0988
C -2.2265 2.4118 -1.0702
C -1.8890 3.9166 -0.9674
C -0.7514 4.2976 -1.9160
C -0.0572 5.5819 -1.5231
O 0.5944 5.3652 -0.2800
C 1.6963 6.2177 -0.0862
C -2.6577 -0.4985 0.1712
Br -3.4340 0.2104 1.8429
C -3.7737 -0.3810 -0.8860
C -4.6912 -1.6126 -0.8497
H -0.7832 -3.8539 3.4302
H -0.7166 -2.5018 4.5651
H -1.9228 -2.4871 3.3036
H 0.7076 -1.3878 3.1941
H 0.6819 -2.7123 2.0664
H 1.5337 0.1441 1.9612
H 1.0760 1.4376 0.9047
H -1.0965 1.0153 2.7672
H 1.0882 3.0394 3.1063
H 0.0102 3.2653 1.7211
H -0.6184 3.2773 3.3969
H -0.1182 0.5783 4.5377
H 1.7162 -1.5258 0.6676
H 1.8725 -0.5391 -1.9604
H 1.2370 0.7513 -1.0025
H 3.1453 0.8321 0.1919
H 3.9030 1.0795 -2.1306
H 4.2204 -0.6711 -2.0752
H 5.0983 0.4157 -1.0235
H 2.0551 -3.9145 -1.8904
H 2.7376 -2.3319 -1.7456
H 3.6823 -2.9386 0.0928
H 3.5898 -5.1737 0.9988
H 2.3658 -5.5183 -0.2236
H 4.0121 -5.1108 -0.7225
H 0.5385 -4.1528 0.4040
H -0.3129 -5.7267 -1.0165
H -1.4532 -4.5831 -1.7144
H 0.1827 -4.6523 -2.3286
H -0.3011 2.0043 -0.3466
H -1.5753 1.9918 0.9011
H -2.0519 2.1078 -2.0986
H -3.2738 2.2848 -0.8081
H -1.6295 4.1692 0.0595
H -2.7716 4.4994 -1.2365
H -1.1465 4.3641 -2.9305
H -0.0048 3.4991 -1.9241
H 0.6879 5.8521 -2.2757
H -0.7943 6.3842 -1.4217
H 2.0731 6.0543 0.9201
H 2.4983 5.9887 -0.7945
H 1.4138 7.2680 -0.1905
H -2.5288 -1.5486 0.3944
H -4.3912 0.4875 -0.6832
H -3.3820 -0.2727 -1.8926
H -5.4140 -1.5208 -0.0413
H -5.2428 -1.6992 -1.7837
H -4.1238 -2.5312 -0.7073
```

## Properties
LUMO: 0.6 eV
E_tot: -4576.2025 a.u.
2S+1: 1
HOMO-LUMO gap: 9.63 eV


(2)
Below is a structure of composition C24H48N7OPS2Si4Ti, with properties calculated with ωB97M-V/def2-TZVPD.

```
88
C24H48N7OPS2Si4Ti (ωB97M-V/def2-TZVPD)
Ti 0.9843 0.2615 -0.0065
C 2.2635 5.2286 -1.9194
N 1.8496 3.8429 -1.9526
C 1.2632 3.2072 -3.0299
C 1.0732 1.9246 -2.6597
N 1.5021 1.7690 -1.3560
C 2.0055 2.9461 -0.9436
P 2.8044 3.3817 0.6094
C 3.4660 1.7389 0.9624
N 3.0261 0.5194 0.6023
C 3.9453 -0.4083 1.0550
C 4.9226 0.2357 1.7277
N 4.6179 1.5812 1.6699
C 5.4331 2.6498 2.2071
C -0.1734 1.8874 1.7143
N -0.5477 1.5010 0.4715
C -1.3017 2.4859 -0.1379
C -1.4311 3.4971 0.7503
N -0.7340 3.1103 1.8811
C -0.5494 3.9338 3.0552
H 2.5187 5.5512 -2.9267
H 3.1408 5.3168 -1.2789
H 1.4712 5.8661 -1.5253
H 1.0624 3.7197 -3.9538
H 0.6761 1.1028 -3.2260
H 3.8505 -1.4577 0.8290
H 5.8168 -0.1234 2.2063
H 6.4644 2.3103 2.2763
H 5.0869 2.9551 3.1953
H 5.3779 3.5063 1.5358
H -1.6698 2.3988 -1.1460
H -1.9562 4.4349 0.6836
H -1.4876 4.0725 3.5949
H -0.1487 4.9080 2.7742
H 0.1700 3.4365 3.7004
S 3.7867 -3.0016 -1.7815
C 2.6250 -1.9409 -1.4651
N 1.7764 -1.1573 -1.2306
C 2.1325 -1.6919 3.7339
S 1.2917 -0.2437 3.0930
C -0.1425 -0.3636 4.1433
O 0.8152 -0.7749 1.7254
H 1.4630 -2.5494 3.7126
H 2.4684 -1.4743 4.7475
H 2.9913 -1.8653 3.0908
H 0.2035 -0.3934 5.1759
H -0.6700 -1.2793 3.8812
H -0.7644 0.5061 3.9557
C 0.0941 -4.2954 -1.9857
Si -0.6159 -3.5060 -0.4366
C 0.5666 -3.7893 0.9999
C -2.1073 -4.5844 -0.0315
Si -1.1335 -1.2052 -0.6952
Si -1.6571 -0.9971 -2.9811
C -2.2982 0.7019 -3.4944
C -3.0511 -2.2041 -3.3685
C -0.2215 -1.4018 -4.1279
Si -3.2025 -0.7277 0.3512
C -4.2089 0.6169 -0.5048
C -3.0231 -0.1923 2.1465
C -4.3849 -2.1940 0.3807
H 0.4405 -5.3022 -1.7341
H 0.9327 -3.7600 -2.4193
H -0.6871 -4.3945 -2.7441
H 0.7473 -4.8629 1.1079
H 0.1180 -3.4209 1.9255
H 1.5252 -3.2917 0.8615
H -1.7821 -5.6274 -0.1006
H -2.9369 -4.4458 -0.7247
H -2.4797 -4.4200 0.9803
H -3.1901 0.9926 -2.9425
H -2.5625 0.6594 -4.5559
H -1.5569 1.4922 -3.3730
H -3.9601 -1.9468 -2.8198
H -2.7800 -3.2282 -3.1040
H -3.2872 -2.1821 -4.4364
H 0.7133 -0.9287 -3.8243
H -0.4633 -1.0745 -5.1437
H -0.0344 -2.4739 -4.1578
H -3.6945 1.5730 -0.5841
H -5.1164 0.7704 0.0880
H -4.5213 0.3048 -1.5023
H -2.3454 0.6552 2.2539
H -2.6519 -1.0170 2.7595
H -4.0051 0.0942 2.5346
H -4.5350 -2.6330 -0.6066
H -5.3547 -1.8302 0.7352
H -4.0590 -2.9861 1.0523
```

## Properties
LUMO (alpha / beta): 0.1 / 0.1 eV
E_tot: -4547.1417 a.u.
2S+1: 1
HOMO-LUMO gap (alpha / beta): 6.64 / 6.64 eV


(3)
Below is a cluster of 6 separate species, C24H48O12S6 in total, with properties calculated with ωB97M-V/def2-TZVPD.

```
90
C24H48O12S6 (ωB97M-V/def2-TZVPD)
C -0.3939 0.9818 0.6362
C -1.5024 0.7543 -0.4492
C -1.7425 -0.7200 -0.5749
S 0.0053 -1.3013 -0.7478
O 0.6842 -0.9014 -1.9668
O 0.1242 -2.6856 -0.3025
C 0.5599 -0.2216 0.6331
H -0.8217 1.2233 1.6107
H 0.1540 1.8848 0.3607
H -1.0905 1.2592 -1.3239
H -2.3990 1.3447 -0.2478
H -2.2849 -1.0250 -1.4683
H -2.1433 -1.2065 0.3109
H 1.5817 0.0358 0.3790
H 0.4151 -0.7832 1.5499
C 4.3547 -4.4929 -0.2125
C 5.1107 -4.8274 1.0938
C 5.0818 -3.5642 1.9539
S 3.3304 -2.9850 1.7129
O 3.2406 -1.5504 1.5426
O 2.5150 -3.6199 2.7418
C 3.0433 -3.8243 0.1239
H 4.2121 -5.3372 -0.8885
H 5.0647 -3.8606 -0.7567
H 6.1336 -5.0252 0.7738
H 4.6599 -5.6453 1.6554
H 5.7293 -2.8141 1.4997
H 5.2366 -3.6703 3.0206
H 2.7090 -3.1286 -0.6425
H 2.1831 -4.4488 0.3629
C 5.1494 -1.5098 -3.3254
C 4.0622 -0.8247 -2.4461
C 4.1255 0.6792 -2.6043
S 4.5863 0.9020 -4.3294
O 5.3495 2.1254 -4.4906
O 3.4418 0.6526 -5.1643
C 5.6913 -0.5136 -4.3681
H 4.6279 -2.2885 -3.8822
H 5.9618 -1.9967 -2.7904
H 4.0680 -1.2042 -1.4232
H 3.0822 -1.1554 -2.8012
H 4.9916 1.0529 -2.0487
H 3.2546 1.2635 -2.3268
H 6.6558 -0.0828 -4.1077
H 5.6780 -0.9585 -5.3582
C -0.7064 -1.9481 -6.2865
C -1.9051 -1.3222 -6.9940
C -2.7737 -0.5190 -6.0262
S -1.9452 -0.5602 -4.4106
O -2.4247 -1.6995 -3.6535
O -1.8565 0.7416 -3.8035
C -0.3849 -0.9497 -5.1754
H 0.1882 -1.9845 -6.9088
H -0.8769 -2.9519 -5.9007
H -2.4161 -2.0431 -7.6398
H -1.5410 -0.6331 -7.7614
H -3.8481 -0.6451 -5.9293
H -2.6179 0.5193 -6.3288
H 0.4221 -1.1952 -4.4849
H -0.0377 -0.0011 -5.5993
C -0.8208 1.4578 4.9954
C -0.6019 2.9100 4.4915
C -0.4276 3.8041 5.7184
S -1.7569 3.2535 6.8082
O -2.9915 3.8731 6.3689
O -1.3829 3.3885 8.1943
C -1.6266 1.5282 6.2877
H 0.1315 0.9649 5.1751
H -1.3027 0.8862 4.2001
H -1.4157 3.2578 3.8575
H 0.3099 2.9385 3.8927
H -0.5010 4.8628 5.4916
H 0.4505 3.5797 6.3260
H -2.5485 0.9905 6.5055
H -0.9669 1.0904 7.0450
C -4.6231 2.0756 2.4517
C -5.6527 2.5452 1.3965
C -6.9910 2.5675 2.1571
S -6.6394 3.2612 3.7905
O -7.2688 2.3825 4.7724
O -6.8557 4.6976 3.8453
C -4.8482 2.9938 3.6473
H -3.5837 2.1650 2.1295
H -4.7523 1.0216 2.7073
H -5.7230 1.8328 0.5789
H -5.3732 3.5510 1.0883
H -7.3341 1.5469 2.3233
H -7.8113 3.1087 1.6897
H -4.4419 2.7027 4.6154
H -4.4029 3.9671 3.4371
```

## Properties
LUMO: 0.2 eV
E_tot: -4235.1687 a.u.
2S+1: 1
HOMO-LUMO gap: 10.41 eV